Entry 1:
The molecule C3H8FN3O in a non-equilibrium geometry, computed with wB97M-V/def2-TZVPD.

```
16
Properties=species:S:1:pos:R:3:forces:R:3:nbo_charge:R:1
C 0.53854 -0.68040 -0.15385 0.44 0.04 0.13 0.3773
C -0.94820 -0.59179 -0.48770 0.31 0.04 0.09 0.1350
C -1.70190 0.43475 0.34508 -0.10 -0.36 -0.13 -0.0855
H 2.65334 0.01696 0.88075 -0.03 0.53 -0.88 0.3594
H 3.18219 0.10499 -0.67528 -0.43 0.27 0.45 0.3515
H 0.72531 1.37050 -0.42933 0.67 -1.45 -0.02 0.4076
H 0.43582 -2.46373 0.40125 0.33 0.21 0.15 0.3571
H -1.08920 -0.35733 -1.54347 0.04 -0.05 -0.08 0.1874
H -2.76311 0.25275 0.19007 -0.22 0.02 -0.03 0.1782
H -1.47574 0.28823 1.39059 0.12 -0.10 0.48 0.1749
H -1.66511 2.39668 0.50300 0.20 -0.53 -0.38 0.4874
N 2.57495 0.58471 0.00651 0.43 -0.88 0.48 -0.6467
N 1.24707 0.46208 -0.44485 -0.82 1.27 0.00 -0.4697
N 1.12276 -1.70474 0.34345 -0.69 0.05 -0.34 -0.7305
O -1.31798 1.71185 -0.09676 -0.11 0.98 0.14 -0.7314
F -1.51875 -1.82550 -0.22946 -0.15 -0.04 -0.06 -0.3520
```
Forces are in eV/Å.

Summary:
HOMO energy: -9.08 eV
Molecular weight: 121.12 Da
DFT total energy: -12474.9632 eV
HOMO-LUMO gap: 9.627 eV
Charge: 0



Entry 2:
The molecule C3H8FOP in a non-equilibrium geometry, computed with wB97M-V/def2-TZVPD.

```
14
Properties=species:S:1:pos:R:3:forces:R:3:nbo_charge:R:1
C 1.25423 -0.81322 0.93566 -0.62 0.46 -2.86 -1.1997
C -1.31226 1.18371 1.17861 -0.36 -0.29 0.58 -0.2638
C -0.02767 -1.02899 -1.71180 -0.62 2.82 3.74 -0.8883
O -0.51679 1.32324 0.04400 0.95 0.00 -0.53 -0.7755
F 1.38542 1.14726 -1.27791 -0.26 -0.57 1.11 -0.5987
P 0.53654 0.17164 -0.23652 1.76 -2.30 -3.38 1.9731
H 1.45350 -0.43550 1.88386 0.62 0.43 1.49 0.2284
H 1.93157 -1.57086 0.42548 -1.12 0.93 0.93 0.2588
H -1.66321 0.14832 1.14133 -0.90 0.53 0.78 0.1962
H -1.96739 2.03166 1.25293 -1.26 -0.19 -0.81 0.2044
H -0.75710 1.40333 2.05443 1.10 -0.61 1.08 0.1813
H -1.10465 -1.02361 -1.60579 -0.20 -0.19 -0.60 0.2262
H 0.39608 -0.57756 -2.53594 0.25 0.90 -2.07 0.2313
H 0.39173 -1.95940 -1.54834 0.67 -1.91 0.54 0.2265
```
Forces are in eV/Å.

Summary:
HOMO energy: -8.45 eV
Molecular weight: 110.07 Da
DFT total energy: -17293.5847 eV
HOMO-LUMO gap: 9.285 eV
Charge: 0



Entry 3:
A cluster of 2 separate species, C3H8INO in total in a non-equilibrium geometry, computed with wB97M-V/def2-TZVPD.

```
14
Properties=species:S:1:pos:R:3:forces:R:3:nbo_charge:R:1
C 0.95062 1.16964 0.89785 1.10 -2.40 1.64 -0.6674
C -0.02680 0.42968 -1.19769 -0.84 -0.76 1.61 -0.5918
C 0.49978 0.09141 0.01940 -0.03 0.16 -4.22 0.3508
N 0.29387 -2.22533 -0.36057 -0.30 2.04 -2.02 -0.4652
O 0.84813 -1.16300 0.39710 0.33 1.13 1.78 -0.3890
I -3.22026 0.42889 1.24939 -0.05 -0.27 0.87 -0.0941
H 2.01822 1.20983 1.10093 0.14 0.00 -0.41 0.2269
H 0.53203 0.78944 1.77929 -0.39 -0.12 2.32 0.2253
H 0.52684 2.10207 0.81084 -0.85 2.00 -1.05 0.2301
H -0.41424 1.44937 -1.17241 0.40 -0.19 -0.74 0.2051
H -0.45724 -0.29284 -1.89963 0.19 0.38 0.28 0.2048
H -3.16752 0.91950 -0.23557 0.06 0.25 -0.84 0.0961
H 0.70479 -1.96958 -1.27650 -0.76 -0.47 -0.16 0.3266
H 0.91177 -2.93909 -0.11243 1.00 -1.75 0.94 0.3419
```
Forces are in eV/Å.

Summary:
HOMO energy: -8.59 eV
Molecular weight: 201.01 Da
DFT total energy: -14875.7553 eV
HOMO-LUMO gap: 9.321 eV
Charge: 0



Entry 4:
A cluster of 2 separate species, C3H8INO in total in a non-equilibrium geometry, computed with wB97M-V/def2-TZVPD.

```
14
Properties=species:S:1:pos:R:3:forces:R:3:nbo_charge:R:1
C 0.28321 -1.62479 -1.23136 -6.03 -0.88 0.18 -0.7311
C -0.25279 -0.21279 -0.89936 -4.17 1.72 -4.06 0.6975
O -1.09679 0.37721 -1.67336 4.61 -2.67 4.57 -0.4817
N 0.27721 0.49921 0.35064 4.09 0.41 -3.81 -0.6330
H 0.08521 -0.15279 1.08564 -0.39 -1.32 2.49 0.4749
H 1.41421 0.46421 0.15664 -3.44 0.02 1.03 0.4419
C -0.15179 1.89021 0.60664 -6.08 -6.20 4.11 -0.4001
H 1.18521 -1.87879 -0.89536 3.91 -0.51 1.19 0.2326
H 0.11221 -1.73379 -2.29736 0.45 0.11 -0.11 0.2652
H -0.39479 -2.60079 -0.78936 1.35 3.23 -0.71 0.3063
H 0.18221 2.51221 -0.01636 1.63 4.66 -5.84 0.2062
H 0.18521 2.22221 1.48764 2.21 0.51 3.64 0.2355
H -1.26279 1.81321 0.97664 1.64 0.47 -1.93 0.2600
I -0.56579 -1.57479 3.13864 0.22 0.45 -0.73 -0.8743
```
Forces are in eV/Å.

Summary:
HOMO energy: -7.38 eV
Molecular weight: 201.01 Da
DFT total energy: -14876.0631 eV
HOMO-LUMO gap: 6.431 eV
Charge: 0



Entry 5:
The molecule C3H8INOP2 in a non-equilibrium geometry, computed with wB97M-V/def2-TZVPD.

```
16
Properties=species:S:1:pos:R:3:forces:R:3:nbo_charge:R:1
C 0.59378 1.21144 -0.57233 0.93 -1.72 1.42 0.5177
C -1.03419 -1.93314 -0.44265 -1.31 -1.60 -1.90 -0.6726
C -1.18437 -0.45526 -0.62405 0.38 0.96 1.05 -0.0663
N -0.11989 0.20507 0.17026 -0.51 1.08 -3.00 -0.8256
O 0.42337 1.38014 -1.74815 -0.27 0.48 0.16 -0.5767
P 2.02141 2.08798 0.40800 -0.83 -0.12 0.09 0.1677
P -0.07117 -0.11984 1.80575 -0.80 1.86 2.06 0.5370
I -3.22953 0.23246 0.06327 0.90 -0.28 -0.36 -0.0079
H -1.05978 -2.17787 0.61820 0.31 -0.13 -0.02 0.2279
H -1.94511 -2.52778 -0.90121 1.97 1.19 0.64 0.2394
H -0.05459 -2.22007 -0.95567 -1.29 0.05 0.84 0.2316
H -1.06157 -0.03211 -1.62064 -0.45 -0.49 0.05 0.2551
H 3.04366 1.06707 0.39258 -0.65 0.30 -0.43 0.0169
H 2.24848 2.72769 -0.79942 0.79 0.21 -0.38 0.0074
H 0.27920 1.29636 2.21046 -0.12 -1.85 -0.15 0.0000
H 1.15031 -0.74214 1.99561 0.94 0.07 -0.08 -0.0516
```
Forces are in eV/Å.

Summary:
HOMO energy: -9.21 eV
Molecular weight: 262.95 Da
DFT total energy: -33455.0255 eV
HOMO-LUMO gap: 9.379 eV
Charge: 0



Entry 6:
A structure of composition C3H8INOS2 in a non-equilibrium geometry, computed with wB97M-V/def2-TZVPD.

```
16
Properties=species:S:1:pos:R:3:forces:R:3:nbo_charge:R:1
C -0.08920 -1.82162 1.64269 -2.12 0.29 1.10 -0.8972
C 1.32996 0.48080 0.79166 -3.84 2.82 -2.23 -0.7624
C -1.19223 0.73642 -0.35451 0.21 -2.03 -0.26 -0.7738
N -0.06246 -1.36958 -1.09400 -2.29 2.16 2.92 -0.9601
O 1.08263 0.75226 -2.03170 -0.17 0.14 -0.26 -0.9686
S -0.33809 0.37866 -2.05675 -0.45 0.18 0.70 1.3011
S -0.14346 -0.57615 0.47779 1.49 -2.28 -3.04 1.3294
I -1.35590 2.72127 -2.61122 -0.30 0.79 -0.39 -0.4214
H -0.89519 -2.63701 1.54110 1.19 1.35 -0.64 0.2509
H -0.33468 -1.36788 2.64766 0.86 -0.19 -0.73 0.2174
H 0.82908 1.36792 1.20769 0.45 -0.27 0.71 0.2339
H 1.91704 -0.02862 1.41313 2.52 -1.87 2.45 0.2393
H 1.75889 0.94213 -0.11798 -0.19 -1.15 0.10 0.3164
H -2.24589 0.43063 -0.37020 0.34 -0.14 -0.32 0.2682
H -1.11724 1.65245 0.18153 0.43 0.86 -0.05 0.2524
H 0.85675 -1.66169 -1.26689 1.86 -0.67 -0.06 0.3745
```
Forces are in eV/Å.

Summary:
HOMO energy: -8.35 eV
Molecular weight: 265.14 Da
DFT total energy: -36543.1581 eV
HOMO-LUMO gap: 7.937 eV
Charge: 0



Entry 7:
A cluster of 2 separate species, C3H8IO in total in a non-equilibrium geometry, computed with wB97M-V/def2-TZVPD.

```
13
Properties=species:S:1:pos:R:3:forces:R:3:nbo_charge:R:1
I 21.34376 15.96054 7.18141 0.03 0.15 -0.04 -0.9750
C 22.74504 19.98063 8.35444 -0.12 0.22 -0.01 -0.6363
C 23.76679 19.66808 7.29306 1.32 -1.07 0.30 0.0995
C 25.01524 20.56355 7.28156 -1.27 0.75 0.04 -0.6150
O 24.20692 18.31753 7.44447 0.22 0.70 -0.29 -0.7498
H 22.48089 21.02973 8.22127 -0.34 0.12 0.41 0.1829
H 23.09702 19.76024 9.36223 0.29 0.27 0.00 0.2052
H 21.87055 19.34431 8.21858 -0.10 0.08 -0.17 0.2414
H 23.27575 19.77051 6.32534 -0.04 0.13 -0.28 0.1509
H 25.55358 20.50325 6.33571 0.14 -0.25 0.19 0.2059
H 25.67341 20.50631 8.14853 -0.03 -0.56 -0.05 0.2042
H 24.57860 21.56062 7.33884 0.26 0.46 -0.17 0.1870
H 23.42989 17.80062 7.21947 -0.38 -1.00 0.08 0.4991
```
Forces are in eV/Å.

Summary:
HOMO energy: -3.62 eV
Molecular weight: 187.00 Da
DFT total energy: -13391.4813 eV
HOMO-LUMO gap: 7.265 eV
Charge: -1



Entry 8:
A cluster of 2 separate species, C3H8N in total in a non-equilibrium geometry, computed with wB97M-V/def2-TZVPD.

```
12
Properties=species:S:1:pos:R:3:forces:R:3:nbo_charge:R:1
C 2.94633 -0.07039 0.01534 -1.06 -0.06 -1.28 -0.2825
C 0.09684 0.07674 0.02355 1.54 0.01 0.51 0.2350
C -2.19726 0.12781 0.06812 -3.75 1.90 -1.33 -0.4825
N -0.97931 -0.59935 -0.17542 0.86 3.01 0.47 -0.5107
H 3.50386 0.73257 -0.54823 -0.92 -0.84 0.92 0.2182
H 2.67059 0.00514 1.06540 0.47 -0.01 -0.26 0.1983
H 2.72519 -1.00275 -0.53841 0.46 0.59 0.65 0.2042
H 0.14663 1.10557 0.54972 -0.77 -1.75 -1.05 0.2159
H -2.06723 1.23610 -0.11187 0.33 -1.20 1.11 0.2446
H -3.02915 0.02844 -0.71670 1.50 -0.88 0.60 0.2590
H -2.71940 -0.16028 0.98789 0.62 0.31 0.07 0.2519
H -1.09709 -1.47959 -0.61938 0.71 -1.07 -0.40 0.4486
```
Forces are in eV/Å.

Summary:
HOMO energy (alpha / beta): -13.61 / -15.18 eV
Molecular weight: 58.10 Da
DFT total energy: -4718.3900 eV
HOMO-LUMO gap (alpha / beta): 7.001 / 10.185 eV
Charge: +1



Entry 9:
The molecule C3H8N2 in a non-equilibrium geometry, computed with wB97M-V/def2-TZVPD.

```
13
Properties=species:S:1:pos:R:3:forces:R:3:nbo_charge:R:1
C 0.35706 1.45986 1.11083 0.29 -0.90 0.59 -0.6289
C -0.68829 0.76449 0.21700 0.69 0.32 0.32 -0.2164
N -0.31202 -0.60791 -0.03776 0.51 -0.34 -1.39 -0.6051
C 0.13804 -1.19934 -1.19779 1.72 0.20 2.70 0.2898
N 0.46182 -2.45222 -1.10552 -2.04 0.25 -1.13 -0.7814
H 1.23238 1.83999 0.57188 -0.28 -0.07 0.10 0.2125
H 0.68208 0.66106 1.78212 0.52 -0.13 -0.18 0.2079
H 0.02732 2.15770 1.87534 -0.55 0.67 -0.60 0.2168
H -1.63067 0.71555 0.73285 -0.54 0.25 0.23 0.1967
H -0.85409 1.29721 -0.72071 0.06 -0.18 -0.03 0.2026
H -0.27948 -1.29535 0.70229 -0.45 0.21 0.26 0.4006
H 0.62432 -0.50642 -1.89981 -1.35 0.00 -0.81 0.1613
H 0.24152 -2.83463 -2.03072 1.42 -0.28 -0.06 0.3438
```
Forces are in eV/Å.

Summary:
HOMO energy: -8.42 eV
Molecular weight: 72.11 Da
DFT total energy: -6219.5900 eV
HOMO-LUMO gap: 9.487 eV
Charge: 0



Entry 10:
The molecule C3H8N2 in a non-equilibrium geometry, computed with wB97M-V/def2-TZVPD.

```
13
Properties=species:S:1:pos:R:3:forces:R:3:nbo_charge:R:1
C 0.96981 0.57239 -0.07131 0.44 1.47 1.19 -0.2389
C -0.41846 0.46000 -0.56339 -2.63 -0.33 1.85 -0.0731
C -1.41488 0.04297 0.54201 -0.91 -0.72 0.62 -0.2740
H 2.56049 -0.61541 -0.21182 1.17 0.02 -0.19 0.3564
H 1.48422 -1.26642 0.80514 -0.29 0.96 -1.04 0.3655
H 0.96900 0.97522 0.95553 -0.39 0.19 -0.16 0.1693
H 1.48592 1.38118 -0.60548 0.36 -0.73 -0.40 0.1999
H -0.84217 1.13715 -1.25417 -0.02 0.92 -0.72 0.1951
H -1.14927 -0.29445 1.64679 -0.20 1.06 -2.40 0.1860
H -2.48886 0.32146 0.39352 1.08 0.22 0.57 0.1824
H -1.76385 -1.17822 -1.05286 0.14 0.57 -0.94 0.3695
N 1.58891 -0.69449 -0.05902 1.05 -1.98 0.38 -0.8279
N -0.98088 -0.84137 -0.52494 0.20 -1.65 1.25 -0.6102
```
Forces are in eV/Å.

Summary:
HOMO energy: -8.68 eV
Molecular weight: 72.11 Da
DFT total energy: -6218.5543 eV
HOMO-LUMO gap: 9.872 eV
Charge: 0



Please write out number 3 again, unchanged.
A cluster of 2 separate species, C3H8INO in total in a non-equilibrium geometry, computed with wB97M-V/def2-TZVPD.

```
14
Properties=species:S:1:pos:R:3:forces:R:3:nbo_charge:R:1
C 0.95062 1.16964 0.89785 1.10 -2.40 1.64 -0.6674
C -0.02680 0.42968 -1.19769 -0.84 -0.76 1.61 -0.5918
C 0.49978 0.09141 0.01940 -0.03 0.16 -4.22 0.3508
N 0.29387 -2.22533 -0.36057 -0.30 2.04 -2.02 -0.4652
O 0.84813 -1.16300 0.39710 0.33 1.13 1.78 -0.3890
I -3.22026 0.42889 1.24939 -0.05 -0.27 0.87 -0.0941
H 2.01822 1.20983 1.10093 0.14 0.00 -0.41 0.2269
H 0.53203 0.78944 1.77929 -0.39 -0.12 2.32 0.2253
H 0.52684 2.10207 0.81084 -0.85 2.00 -1.05 0.2301
H -0.41424 1.44937 -1.17241 0.40 -0.19 -0.74 0.2051
H -0.45724 -0.29284 -1.89963 0.19 0.38 0.28 0.2048
H -3.16752 0.91950 -0.23557 0.06 0.25 -0.84 0.0961
H 0.70479 -1.96958 -1.27650 -0.76 -0.47 -0.16 0.3266
H 0.91177 -2.93909 -0.11243 1.00 -1.75 0.94 0.3419
```
Forces are in eV/Å.

Summary:
HOMO energy: -8.59 eV
Molecular weight: 201.01 Da
DFT total energy: -14875.7553 eV
HOMO-LUMO gap: 9.321 eV
Charge: 0



- Among the records above, which one has the highest DFT total energy?
  C3H8N